Formula: C19H57O10V
Source: the OMol25 dataset
Level of theory: ωB97M-V/def2-TZVPD

**LUMO level (alpha / beta)**: -3.742 / -3.799 eV
**Strongest force on any atom**: 4.551 eV Å⁻¹
**Electronic energy**: -66779.5745 eV
**Gap between HOMO and LUMO (alpha / beta)**: 7.512 / 7.611 eV
**Net charge**: +1
**Relative energy (zero: lowest compared OMol25 entry of this formula, charge and spin)**: 76.91 kJ/mol
**2S+1**: 4

Last column: Mulliken spin population.
Positions of all 87 atoms, in Å:
V1 -0.94719 2.22427 -1.00562  2.956
C1 0.42305 -0.69621 -0.01039  0.025
O1 -0.55929 0.21967 -0.09472  -0.115
H1 1.38011 -0.17561 0.02297  -0.003
H2 0.45514 -1.31234 0.88819  0.002
H3 0.29926 -1.24650 -0.94310  0.001
C2 -0.53629 -0.80276 4.26786  0.001
C3 -1.09397 0.55470 3.97549  0.000
O2 -2.06732 0.27313 2.99104  0.001
H4 0.20942 -0.66477 5.05078  0.000
H5 -0.17701 -1.49510 3.50648  0.000
H6 -1.23213 -1.50744 4.72319  0.000
H7 -0.33674 1.23447 3.58482  0.000
H8 -1.45883 0.86912 4.95330  0.000
H9 -1.55623 -0.01269 2.23032  0.000
C4 -2.01868 2.13274 -4.45753  0.022
C5 -3.05326 1.74634 -3.40520  0.004
O3 -2.36636 1.08278 -2.35411  -0.014
H10 -1.38913 1.30245 -4.77751  -0.001
H11 -1.40798 3.00862 -4.23847  -0.001
H12 -2.58886 2.40899 -5.34448  0.001
H13 -3.94946 1.18749 -3.67469  0.003
H14 -3.47740 2.69378 -3.07269  -0.006
H15 -2.04652 0.23330 -2.66667  0.011
C6 0.19933 -4.36028 -0.13391  -0.001
C7 1.76956 -4.55482 -0.35260  0.000
O4 2.18405 -5.25940 -1.47229  0.000
H16 -0.12570 -3.50864 -0.73155  0.000
H17 0.03832 -4.03199 0.89293  0.000
H18 -0.25419 -5.33366 -0.32087  0.000
H19 2.16188 -5.03367 0.54456  0.000
H20 2.23159 -3.58542 -0.53938  0.000
H21 1.56883 -5.97289 -1.65679  0.000
C8 2.60217 -1.12150 3.10991  -0.001
C9 4.02630 -0.82664 3.49210  0.000
O5 4.28976 -1.17848 4.79027  0.000
H22 2.07406 -0.16800 3.11529  0.000
H23 2.05915 -1.70974 3.84964  0.000
H24 2.53428 -1.50653 2.09244  0.000
H25 4.42961 0.16374 3.28093  0.000
H26 4.66041 -1.31395 2.75147  0.000
H27 4.84760 -1.95820 4.74074  0.000
C10 -4.77923 -0.77063 1.29139  0.001
C11 -3.84120 -0.64513 0.04236  -0.001
O6 -2.71958 -1.46144 0.31553  0.000
H28 -4.34378 -0.19651 2.10923  0.000
H29 -5.05657 -1.78857 1.56519  0.000
H30 -5.72038 -0.28192 1.03941  0.000
H31 -3.61611 0.37465 -0.26987  0.013
H32 -4.21868 -1.05935 -0.89254  0.001
H33 -1.96241 -0.87401 0.37236  0.010
C12 3.40991 -2.45408 -4.18386  0.000
C13 1.93766 -2.83034 -3.99980  0.000
O7 1.86381 -4.20164 -4.14352  0.000
H34 3.84480 -2.95023 -5.05150  0.000
H35 3.97566 -2.69693 -3.28438  0.000
H36 3.79015 -1.43517 -4.11075  0.000
H37 1.32103 -2.27606 -4.70736  0.000
H38 1.67787 -2.57500 -2.97247  0.001
H39 2.30702 -4.61550 -3.39929  0.000
C14 -4.12063 3.65812 1.59517  -0.001
C15 -2.59754 3.47216 1.83875  0.013
O8 -2.07903 2.33358 1.14249  0.041
H40 -4.53320 4.55329 2.06054  0.000
H41 -4.54915 2.73872 1.99413  0.001
H42 -4.45507 3.76886 0.56368  0.001
H43 -2.37081 3.44208 2.90448  0.001
H44 -2.23134 4.40335 1.40644  -0.008
H45 -2.52115 1.57006 1.52084  0.003
C16 1.68003 3.16554 2.25935  -0.002
C17 1.67881 3.02891 0.78685  0.010
O9 0.40007 3.36018 0.31493  0.001
H46 0.81252 2.64867 2.66968  -0.001
H47 1.68374 4.20270 2.59459  0.000
H48 2.51654 2.79758 2.85346  0.000
H49 1.81585 2.00402 0.44201  0.003
H50 2.46013 3.68609 0.40507  0.000
H51 0.43870 4.29001 0.07928  -0.003
C18 2.59814 1.02334 -2.42242  0.012
C19 1.17675 1.05695 -3.04809  0.006
O10 0.59235 2.26352 -2.61523  0.012
H52 2.58876 1.42793 -1.41034  -0.005
H53 3.29180 1.68013 -2.94737  0.001
H54 3.11699 0.06475 -2.42203  0.001
H55 0.49602 0.25301 -2.76813  0.002
H56 1.21899 0.95910 -4.13287  0.003
H57 1.22030 2.88681 -2.98778  0.000